The following is a DFT calculation (ωB97M-V/def2-TZVPD) of a structure of composition C55H108F10N12O25S10.

## Properties
LUMO energy: -5.605 eV
Multiplicity: 1
HOMO-LUMO gap: 6.6256 eV
Charge: +2

XYZ file:
```
220
Properties=species:S:1:pos:R:3:forces:R:3:mulliken_charge:R:1
C -36.6225 -5.2688 15.9538 0.14 -1.01 2.17 -1.50
C -35.8181 -4.0662 16.3088 0.21 0.60 0.59 1.35
C -36.7311 -3.0419 16.9993 -0.85 1.04 0.30 -1.14
C -36.0142 -1.9682 17.7889 0.44 0.18 0.76 -0.66
C -34.9718 -2.6372 18.7255 -0.37 1.06 -0.30 -1.34
C -33.8748 -3.4477 17.9869 0.15 -0.07 0.31 2.11
N -34.7278 -4.5004 17.3066 0.24 -0.08 -0.47 0.99
O -34.5944 -5.6387 17.5980 -0.30 0.84 -0.23 -0.41
C -32.9648 -4.1603 18.9735 0.76 -0.28 0.25 -2.27
C -32.9013 -2.6261 17.0366 -1.87 0.87 0.22 -1.42
C -35.0933 -3.4068 15.1291 1.27 -0.96 0.02 -1.31
H -35.9485 -6.0536 15.6085 -0.56 0.09 -1.05 0.18
H -37.4474 -4.8690 15.3808 -0.05 -0.71 -0.70 0.51
H -37.0440 -5.7139 16.9143 0.23 0.67 -1.10 0.38
H -37.3872 -3.5000 17.7394 -0.07 -0.62 -0.20 0.38
H -37.4263 -2.5601 16.2573 0.81 -0.67 0.35 0.41
H -36.7643 -1.3343 18.3510 0.93 -0.80 -0.45 0.41
H -35.4568 -1.3012 17.1544 0.06 0.47 -0.42 0.35
H -35.5001 -3.2181 19.4803 0.17 -0.47 -0.02 0.45
H -34.4219 -1.8815 19.2696 0.14 0.32 0.23 0.45
H -33.3914 -4.7302 19.8112 -0.38 0.31 -0.46 0.58
H -32.3500 -3.3754 19.3886 0.11 0.23 0.41 0.12
H -32.2392 -4.8239 18.4871 -0.33 0.04 -0.21 0.31
H -33.3444 -1.8271 16.3917 0.12 -0.71 0.91 0.28
H -32.4418 -3.3049 16.3807 0.76 -1.05 -0.87 0.53
H -32.1447 -2.1541 17.6464 0.07 0.01 0.37 0.27
H -34.7668 -2.3927 15.3683 -0.33 -0.30 -0.30 0.40
H -35.8066 -3.4159 14.3278 -0.29 0.18 -0.51 0.54
H -34.2055 -4.0260 14.8033 -0.99 0.62 0.31 0.04
C -27.1400 -2.8513 18.9553 -0.85 1.29 -0.32 -1.69
C -27.6739 -3.6732 17.7788 1.46 -0.72 1.08 2.31
C -27.1338 -3.0994 16.5115 -0.08 0.78 -1.80 -1.86
C -27.2396 -4.0069 15.2969 -0.62 0.18 -0.98 -0.84
C -26.4107 -5.2599 15.5126 -0.18 0.48 0.91 0.40
C -26.8867 -5.9859 16.7921 -0.77 -1.58 -0.85 1.26
N -27.0425 -5.0855 17.9674 0.73 0.25 0.06 1.63
O -26.6368 -5.4185 19.0371 -0.58 0.34 -1.37 -0.34
C -25.8949 -7.0805 17.0918 0.51 -1.10 -0.04 -1.28
C -28.2792 -6.7235 16.5776 0.78 1.80 0.68 -1.52
C -29.1660 -3.8386 17.8177 -1.06 -0.49 0.40 -1.25
H -27.2651 -1.7933 18.6215 -0.20 -0.65 0.42 0.23
H -26.0707 -2.9163 19.1864 -0.32 -0.56 -0.12 0.49
H -27.7960 -3.0229 19.8110 0.45 0.10 0.27 0.18
H -26.0833 -2.8405 16.6056 -0.06 0.23 0.30 0.47
H -27.7012 -2.1622 16.2706 0.44 -0.65 0.55 0.49
H -26.8696 -3.4718 14.4036 -0.10 -0.11 0.41 0.59
H -28.3217 -4.1928 15.0966 0.76 -0.32 0.00 0.14
H -25.3793 -4.9618 15.7432 -0.09 0.13 -0.31 -0.64
H -26.3638 -5.9926 14.6876 -0.43 0.43 0.48 0.56
H -26.2678 -7.8287 17.8292 0.23 0.49 -0.64 0.39
H -24.9440 -6.7006 17.4642 0.06 0.19 0.08 0.48
H -25.6913 -7.5591 16.0906 -0.35 0.21 1.25 -0.17
H -28.6874 -6.8967 17.5386 -0.46 -0.44 1.18 0.42
H -28.0180 -7.6553 16.1626 0.00 -0.98 -0.89 0.61
H -29.0400 -6.1845 16.0357 0.30 0.10 -0.47 -0.20
H -29.6611 -4.0664 16.8550 0.51 0.00 0.41 0.04
H -29.5120 -2.8751 18.1662 -0.39 0.25 -0.02 0.46
H -29.4833 -4.5845 18.5840 0.25 0.49 -0.57 -0.11
C -34.0544 -8.3577 8.6238 0.55 0.68 -0.46 -1.70
C -32.5240 -8.5322 8.7918 -1.06 0.82 2.76 1.41
C -31.9371 -7.5907 9.9236 0.09 0.37 -0.95 -0.92
C -30.5456 -8.0244 10.4095 -0.57 2.02 -1.49 -1.08
C -30.7158 -9.2904 11.1078 -1.28 -1.52 1.42 -0.44
C -31.1983 -10.4517 10.2679 -1.74 -0.92 0.73 0.93
N -32.2283 -9.9935 9.2107 0.64 1.66 0.41 1.01
O -32.8212 -10.8015 8.6331 -0.92 -1.63 -0.82 -0.40
C -31.9717 -11.4949 11.1911 1.80 0.26 -0.94 -1.30
C -30.0766 -11.0644 9.4964 2.08 1.62 0.17 -1.55
C -31.8537 -8.2708 7.5129 1.86 -1.16 -0.61 -1.82
H -34.3739 -8.6375 7.6203 0.03 -0.51 0.11 0.40
H -34.1952 -7.2626 8.6052 -0.07 -0.39 0.46 0.41
H -34.6730 -8.8260 9.3829 0.09 0.10 0.17 0.40
H -32.6361 -7.4574 10.7446 -0.10 -0.20 -0.02 0.09
H -31.7837 -6.6146 9.4376 -0.46 -0.17 0.09 0.51
H -30.1511 -7.2764 11.0853 -0.05 0.20 0.28 0.46
H -29.9348 -7.8896 9.4936 0.39 -0.99 0.63 0.46
H -31.5038 -9.1270 11.9032 0.94 -0.02 -0.68 0.14
H -29.8627 -9.6908 11.6267 0.58 0.20 0.28 0.42
H -32.7952 -10.9486 11.6828 0.26 -0.72 -0.07 0.37
H -31.1427 -11.7991 11.8906 -1.14 0.32 -0.26 0.26
H -32.2208 -12.4054 10.5937 -0.26 0.85 0.61 0.45
H -29.5651 -10.2161 8.9701 -0.42 -0.94 -0.23 0.32
H -30.2502 -11.9213 8.8886 -0.48 -0.42 -0.58 0.46
H -29.3025 -11.3151 10.2321 -0.29 -0.29 0.03 0.41
H -32.0840 -9.0034 6.7475 -0.21 -0.01 -0.18 0.46
H -30.7863 -8.3075 7.6979 0.42 -0.09 -0.32 0.41
H -32.0294 -7.2856 7.1709 -0.63 0.97 -0.33 0.47
C -19.2573 -0.0309 18.2379 -1.10 -0.27 -1.44 -1.20
C -19.3793 1.4183 17.8944 -0.14 2.43 -0.08 -0.45
N -20.2773 1.8988 16.7054 -1.04 -1.55 2.38 0.29
C -20.2929 3.3908 16.7683 -0.14 -0.56 -1.23 -1.23
C -19.6900 1.2613 15.5286 0.76 -1.35 -1.41 -0.17
C -20.2387 1.8303 14.1989 -0.14 0.91 1.47 -1.27
C -21.7159 1.3108 16.8752 1.60 0.16 1.37 -0.08
C -22.4813 1.8432 18.0748 -0.74 0.31 -0.60 -1.20
O -22.9021 3.1702 17.8136 -0.31 0.60 -0.16 -0.34
C -24.3067 3.4245 17.8458 -0.86 -1.40 0.22 -0.70
H -18.8249 0.0031 19.1981 0.59 -0.47 1.21 0.45
H -18.6041 -0.5462 17.5414 0.10 -0.17 0.05 0.34
H -20.2206 -0.5657 18.2713 0.38 0.20 0.18 0.22
H -18.3883 1.8421 17.6137 -0.58 -0.30 0.33 0.54
H -19.7285 2.0218 18.7609 0.11 -0.54 -0.51 0.49
H -20.6975 3.6853 17.7305 0.15 0.16 -0.14 0.48
H -20.9001 3.7931 15.9347 0.22 -0.24 0.74 0.36
H -19.2612 3.6435 16.6073 0.45 0.68 0.17 0.46
H -19.9355 0.1474 15.6423 0.34 1.55 -0.37 0.27
H -18.5609 1.3311 15.6231 -1.30 0.20 -0.36 0.39
H -21.2922 1.5742 14.0748 0.04 0.11 0.11 0.37
H -19.7337 1.3616 13.3835 0.56 0.03 -0.58 0.44
H -20.1261 2.9567 14.2237 0.04 -1.39 -0.55 0.30
H -21.5786 0.2263 16.9661 -0.24 0.39 -0.25 0.13
H -22.2506 1.5698 15.9916 -0.37 0.02 -0.63 0.44
H -22.0335 1.8123 19.0680 0.50 -0.20 -0.14 0.36
H -23.3348 1.1807 18.1115 -0.45 -0.30 0.17 0.59
H -24.7409 3.1787 18.8510 0.35 0.25 -0.79 0.27
H -24.8775 2.8475 17.0685 0.66 0.06 0.63 0.26
H -24.5137 4.4497 17.5947 0.40 0.54 0.18 0.31
C -23.0670 -7.5044 11.2778 0.01 2.35 1.85 -1.21
C -22.0170 -7.6590 12.4021 0.38 0.38 -0.88 -0.42
N -22.0398 -6.6130 13.5636 0.31 -3.22 0.99 0.77
C -23.4045 -6.6509 14.2562 0.67 1.56 -1.77 -2.03
C -20.8850 -6.9560 14.6098 -1.74 -1.07 -2.02 -0.44
C -21.3480 -8.1759 15.4167 0.33 0.36 0.63 -1.18
C -21.7970 -5.2669 13.0991 -3.72 1.30 -1.55 -0.09
C -20.8313 -5.0550 12.0184 -0.48 0.45 -2.70 -1.31
O -19.5341 -5.1313 12.4226 0.31 -1.21 1.13 -0.33
C -18.6682 -4.7004 11.4381 1.83 -0.12 0.77 -0.90
H -23.1568 -6.4544 10.9231 0.11 -0.82 -0.18 0.26
H -24.0227 -7.8186 11.6419 -0.71 0.00 0.40 0.15
H -22.8726 -8.1996 10.5233 0.78 -0.80 -1.41 0.52
H -20.9943 -7.5702 11.9991 -0.45 -0.17 0.20 0.61
H -22.1903 -8.6931 12.6897 0.29 0.26 1.15 0.49
H -23.6086 -7.5690 14.7106 0.12 -1.29 0.72 0.67
H -24.1409 -6.6041 13.4336 0.21 0.62 0.63 0.42
H -23.3831 -5.8018 14.9484 -0.43 -0.22 -0.18 0.50
H -20.7741 -6.0166 15.0827 -0.08 0.62 1.40 0.40
H -19.9927 -7.0078 13.9836 -0.03 -0.70 0.11 0.53
H -22.1987 -7.9062 16.0405 0.31 0.26 0.33 0.27
H -20.5611 -8.5390 16.0871 -0.08 0.07 -0.27 0.43
H -21.7615 -9.0164 14.8541 0.57 0.15 -0.43 0.31
H -21.7936 -4.5882 13.9312 0.72 0.20 0.51 0.51
H -22.8055 -5.0027 12.6510 1.06 0.07 0.12 0.34
H -20.9704 -4.0828 11.5178 -0.51 0.35 0.70 0.57
H -21.0508 -5.6992 11.1049 0.34 0.07 1.12 0.28
H -18.6653 -3.6335 11.4195 0.15 1.07 -0.08 0.35
H -18.9064 -5.0250 10.4472 -0.21 -0.69 -0.67 0.38
H -17.6869 -5.0690 11.7801 -0.19 0.30 -0.66 0.25
C -27.5825 -0.6340 23.9138 -0.37 1.40 0.28 -1.30
N -28.2650 -1.7834 24.5471 -1.33 0.69 -2.31 0.10
C -27.6111 -2.7331 25.1662 2.80 -0.14 0.59 -0.35
C -28.1141 -3.9529 25.4773 -0.53 -0.82 0.31 -0.86
C -29.4513 -4.2098 25.1325 0.73 -0.42 0.96 1.24
C -30.1430 -3.1599 24.5547 -2.20 0.10 -0.77 -0.36
C -29.5502 -1.9619 24.1968 0.22 -0.39 0.44 -0.54
C -30.0458 -5.5725 25.4238 1.53 0.75 0.68 1.01
C -29.4161 -6.4252 26.4014 -0.76 0.29 -0.65 -0.74
C -29.8165 -7.7392 26.4651 -0.09 1.98 -1.37 -0.27
N -30.7706 -8.1966 25.6170 0.11 -1.12 1.34 0.12
C -31.4746 -7.3889 24.8021 1.91 0.57 -0.42 -0.49
C -31.0702 -6.0382 24.6355 -0.45 -2.22 0.69 -0.71
C -31.0386 -9.7020 25.7689 0.53 1.25 -1.04 -0.91
H -28.3523 0.1102 23.5719 0.80 -1.03 0.15 0.35
H -26.9231 -0.8964 23.0687 -0.52 -0.17 0.49 0.44
H -27.0529 -0.1525 24.7189 0.61 0.22 0.08 0.49
H -26.5470 -2.5317 25.3360 -0.47 0.01 0.03 0.40
H -27.4204 -4.6656 25.9464 -0.60 0.29 -0.44 0.09
H -31.2268 -3.2622 24.3279 0.96 0.02 0.04 0.40
H -29.9806 -1.1387 23.6180 -0.24 -0.57 0.31 0.82
H -28.5951 -6.1466 27.0777 -0.55 0.24 -0.58 0.40
H -29.2532 -8.3986 27.0642 0.02 -0.99 0.57 0.40
H -32.1002 -7.8757 24.0749 -0.48 -0.07 0.15 0.40
H -31.4663 -5.5117 23.7936 -0.21 0.46 -0.24 0.55
H -31.2760 -10.0131 24.7502 -0.14 -0.43 0.34 0.36
H -31.8767 -9.7622 26.4466 -0.11 -0.48 0.12 0.35
H -30.1111 -10.2150 26.1295 -0.98 0.63 -0.30 0.34
N -32.6158 -7.6032 13.4109 2.79 0.89 1.75 -0.15
S -34.1369 -7.7886 13.2518 -1.49 1.16 -2.22 0.87
O -34.2260 -8.7863 12.2292 -0.77 -0.12 0.01 -0.55
O -34.8823 -6.5738 13.1945 0.10 0.32 -1.01 -0.59
F -34.7367 -8.3425 14.5307 0.03 -1.82 1.76 -0.22
S -32.0707 -6.9213 14.7282 -1.34 2.21 4.08 0.75
O -33.0450 -6.0295 15.4475 1.58 -1.59 -2.02 -0.53
O -30.7204 -6.4050 14.7834 -1.43 -1.17 -1.49 -0.44
F -32.0766 -8.1632 15.7631 0.36 0.38 -0.94 -0.31
N -28.4054 -5.7145 22.5247 -0.31 0.88 1.10 0.08
S -29.4329 -6.0291 21.4467 -3.88 2.25 -1.05 0.88
O -28.9885 -6.2974 20.1316 0.63 0.17 -0.65 -0.48
O -30.5916 -5.1127 21.6029 2.26 -1.88 0.04 -0.57
F -30.0188 -7.4076 21.8714 -0.40 -1.11 0.77 -0.29
S -27.0289 -6.3854 22.7026 1.39 -0.76 0.12 0.95
O -26.2964 -5.7079 23.7121 -0.26 0.12 1.00 -0.62
O -26.3276 -6.6845 21.5175 -0.03 -0.61 -0.68 -0.55
F -27.4688 -7.8087 23.3443 0.26 0.70 -0.19 -0.30
N -26.5977 -10.3953 14.4600 -3.07 -1.81 -0.14 -0.57
S -28.2983 -10.3960 14.4996 2.56 3.61 0.34 1.19
O -28.8683 -9.2099 13.9069 0.27 -0.67 0.61 -0.34
O -28.6522 -10.8030 15.8008 -0.45 -0.65 0.29 -0.66
F -28.7434 -11.4521 13.4962 0.14 -1.87 -0.79 -0.20
S -25.9037 -9.3155 13.6428 0.95 -0.46 -1.88 1.09
O -24.4908 -9.5404 13.5263 0.12 0.03 0.67 -0.64
O -26.3537 -8.0135 13.9617 -0.02 1.75 -0.10 -0.62
F -26.3065 -9.4929 12.0654 -0.42 0.01 0.80 -0.38
N -24.1285 -2.3872 15.4022 -0.09 0.78 -1.59 0.03
S -23.7502 -1.4014 14.1847 -0.09 -1.75 0.75 0.73
O -23.5619 -2.1355 12.9490 -0.40 1.36 1.30 -0.60
O -22.8048 -0.4026 14.6024 -0.19 -0.02 -0.71 -0.34
F -25.1543 -0.6861 14.1412 0.50 -0.06 -0.62 -0.24
S -23.0594 -2.7570 16.4491 -0.49 -0.76 0.49 0.67
O -22.7572 -1.7397 17.4044 0.83 0.23 -0.07 -0.54
O -22.0242 -3.6268 15.9422 -0.27 0.46 0.64 -0.70
F -24.0460 -3.6851 17.3077 0.55 -0.37 -0.10 -0.17
N -29.2767 -0.4494 21.2260 -0.85 0.58 -0.40 0.03
S -30.5383 -1.2155 20.6891 3.00 0.45 -2.80 0.85
O -30.6216 -1.2829 19.2678 -0.29 0.03 -0.43 -0.61
O -31.6867 -0.9887 21.4125 -3.35 0.78 2.42 -0.67
F -30.0845 -2.6154 21.1188 0.34 -1.55 0.46 -0.03
S -28.3830 0.5398 20.3863 0.55 0.92 1.90 1.14
O -28.3718 0.4635 18.9649 -0.47 0.30 0.44 -0.51
O -27.1742 0.5279 21.1378 1.37 0.07 -0.42 -0.67
F -28.9109 2.0357 20.8403 -0.32 -1.45 -1.11 -0.35
```
Positions in Å, forces in eV/Å.